Computed, not measured: C15H15CoN3O as an isolated structure, with wB97M-V/def2-TZVPD.

Each line ends with the Mulliken spin population.
Positions of all 35 atoms, in Å:
Co 4.742 -9.021 6.956  3.0834
N 4.115 -5.102 5.907  0.0034
C 4.140 -6.362 6.299  0.0097
O 4.399 -7.342 5.531  0.0258
C 3.806 -6.504 7.787  -0.0414
C 3.344 -7.862 8.028  0.5851
H 4.464 -4.797 5.010  -0.0013
H 3.731 -4.423 6.548  0.0028
H 3.050 -5.766 7.967  0.0516
H 4.823 -6.267 8.285  0.0134
H 2.487 -8.206 7.427  0.0167
H 3.330 -8.228 9.049  0.0079
C 9.469 -6.031 7.876  -0.0206
C 9.389 -7.057 8.809  0.0105
C 8.376 -8.010 8.734  -0.0084
C 7.463 -8.016 7.640  0.0294
C 7.545 -6.986 6.664  -0.0081
C 8.431 -5.961 6.896  0.0076
N 6.431 -9.059 7.630  -0.0268
N 6.700 -10.081 8.471  0.0795
C 5.810 -11.146 8.364  -0.0301
C 6.023 -12.399 8.995  0.0457
C 4.874 -13.172 9.148  0.0082
C 3.682 -12.783 8.594  0.0493
C 3.510 -11.627 7.799  -0.0257
C 4.569 -10.780 7.671  0.1206
H 10.253 -5.274 7.847  -0.0007
H 10.115 -7.105 9.581  0.0006
H 8.270 -8.822 9.439  -0.0009
H 6.958 -6.905 5.700  -0.0005
H 8.279 -5.040 6.348  0.0004
H 6.978 -12.731 9.361  -0.0014
H 4.923 -14.112 9.735  0.0013
H 2.814 -13.393 8.678  0.0018
H 2.541 -11.394 7.352  0.0113

Values from the calculation:
LUMO energy (alpha / beta), eV: -4.7734 / -5.5501
Multiplicity: 5
Charge: +1
Orbital gap (alpha / beta), eV: 6.673 / 6.035
⟨S²⟩: 6.036
HOMO energy (alpha / beta), eV: -11.446 / -11.585

---

Computed, not measured: a 7-piece molecular cluster, C14H42O7 overall, with wB97M-V/def2-TZVPD.

Each line ends with the Löwdin charge.
Positions of all 63 atoms, in Å:
C -8.023 -0.916 2.934  -0.0990
C -7.983 -0.848 1.395  -0.3060
O -6.898 -0.006 1.047  -0.0968
H -7.058 -1.131 3.394  0.0770
H -8.864 -1.511 3.290  0.0702
H -8.358 0.038 3.341  0.0654
H -8.879 -0.301 1.102  0.1045
H -7.864 -1.829 0.934  0.1130
H -6.928 0.724 1.670  0.0719
C 6.893 3.633 -4.964  -0.0999
C 5.865 3.279 -3.900  -0.3496
O 4.646 3.032 -4.529  -0.0751
H 7.791 3.921 -4.418  0.0705
H 6.432 4.410 -5.575  0.0757
H 7.189 2.809 -5.612  0.0701
H 5.675 4.139 -3.257  0.1144
H 6.284 2.407 -3.397  0.1087
H 4.686 2.127 -4.846  0.0852
C 0.713 6.055 0.195  -0.0988
C -0.350 6.976 0.727  -0.3266
O -1.038 6.262 1.774  -0.0912
H 0.097 5.359 -0.374  0.0763
H 1.297 5.648 1.021  0.0790
H 1.326 6.582 -0.536  0.0727
H -1.072 7.211 -0.055  0.1078
H 0.090 7.911 1.073  0.1053
H -0.755 6.571 2.638  0.0757
C 7.078 -4.475 -2.196  -0.0991
C 7.702 -5.367 -3.249  -0.3062
O 7.059 -5.053 -4.500  -0.1009
H 7.252 -3.450 -2.521  0.0738
H 7.452 -4.715 -1.200  0.0717
H 5.994 -4.558 -2.108  0.0725
H 7.531 -6.415 -3.001  0.1082
H 8.746 -5.113 -3.429  0.1067
H 6.826 -5.853 -4.978  0.0733
C -0.880 -0.208 9.436  -0.0873
C -1.308 -1.551 8.813  -0.3468
O -0.501 -2.480 9.427  -0.0780
H -0.751 -0.368 10.507  0.0731
H -1.575 0.609 9.245  0.0655
H 0.097 0.080 9.048  0.0656
H -1.341 -1.602 7.724  0.1085
H -2.332 -1.780 9.106  0.1072
H 0.372 -2.565 9.037  0.0921
C 0.443 -1.152 -0.241  -0.0900
C -0.645 -0.885 0.728  -0.3912
O -1.634 -1.837 0.758  -0.0548
H 0.192 -0.936 -1.279  0.0766
H 0.781 -2.183 -0.135  0.0784
H 1.341 -0.595 0.025  0.0746
H -1.146 0.066 0.546  0.1126
H -0.230 -0.718 1.722  0.1069
H -2.476 -1.387 0.859  0.0866
C -4.314 -2.832 -5.339  -0.0959
C -4.052 -1.509 -4.597  -0.3569
O -5.177 -0.709 -4.509  -0.0550
H -4.665 -2.549 -6.331  0.0715
H -5.046 -3.480 -4.858  0.0672
H -3.405 -3.434 -5.319  0.0697
H -3.183 -1.092 -5.105  0.1078
H -3.806 -1.862 -3.595  0.1060
H -5.314 -0.594 -3.566  0.0857

Values from the calculation:
LUMO energy, eV: 0.4349
Energy relative to the best compared isomer or geometry (same formula, charge and spin), kcal/mol: 85.59
Charge: 0
Orbital gap, eV: 10.536
HOMO energy, eV: -10.101
SMILES string: CCO.CCO.CCO.CCO.CCO.CCO.CCO

---

Computed, not measured: an isolated ion of composition C2H5N2S2 and charge +1, with wB97M-V/def2-TZVPD.

Each line ends with the Löwdin charge.
Positions of all 11 atoms, in Å:
N -0.793 0.482 1.689  0.1647
C -0.076 0.041 0.689  -0.8245
N -0.281 0.408 -0.565  -0.0204
C 0.492 -0.353 -1.518  -0.5394
S 2.201 -0.399 -0.854  0.7265
S 1.013 -1.188 1.015  0.8413
H -1.518 1.125 1.722  0.1135
H -0.568 0.256 2.690  0.1630
H -1.157 0.856 -0.676  0.1611
H 0.072 -1.410 -1.748  0.1339
H 0.615 0.180 -2.443  0.0803

Values from the calculation:
LUMO energy, eV: -5.7186
Energy relative to the best compared isomer or geometry (same formula, charge and spin), kcal/mol: 7.65
Charge: +1
Orbital gap, eV: 8.344
HOMO energy, eV: -14.063
SMILES string: [NH2+]=C1NCSS1

---

Computed, not measured: the molecule C4H5IO2, with wB97M-V/def2-TZVPD.

Each line ends with the Löwdin charge.
Positions of all 12 atoms, in Å:
O -1.369 -1.442 1.430  -0.0012
C -1.416 -0.501 0.728  -0.7216
I -3.179 0.664 0.648  0.8646
C -0.053 0.328 -0.259  -0.4892
O -0.468 1.419 -0.872  -0.0412
C 1.210 0.020 0.448  -0.0606
C 0.953 -0.579 -0.946  -0.0275
H -1.046 2.046 -0.228  0.1173
H 1.024 -0.765 1.158  0.0937
H 2.052 0.524 0.727  0.0772
H 1.333 -0.084 -1.802  0.0957
H 0.959 -1.631 -1.031  0.0928

Values from the calculation:
LUMO energy, eV: 0.4147
Energy relative to the best compared isomer or geometry (same formula, charge and spin), kcal/mol: 49.56
Charge: 0
Orbital gap, eV: 9.594
HOMO energy, eV: -9.179
SMILES string: O=C(I)C1(O)CC1

---

Computed, not measured: the molecule C5H3F, with wB97M-V/def2-TZVPD.

Each line ends with the Löwdin charge.
Positions of all 9 atoms, in Å:
C -3.215 -0.156 0.077  0.0850
C -1.952 -0.265 -0.210  -0.1262
C -0.556 -0.379 -0.259  -0.0820
C 0.631 -0.316 -0.237  0.0228
C 1.986 0.331 -0.012  -0.1001
F 3.103 -0.686 0.067  -0.1224
H -4.118 -0.649 0.663  0.0885
H 2.293 0.894 -0.833  0.0744
H 1.828 1.227 0.744  0.1599

Values from the calculation:
LUMO energy, eV: -0.3122
Energy relative to the best compared isomer or geometry (same formula, charge and spin), kcal/mol: 46.05
Charge: 0
Orbital gap, eV: 9.391
HOMO energy, eV: -9.703
SMILES string: C#CC#CCF

---

Computed, not measured: C10H26AlFNO4 as an isolated structure, with wB97M-V/def2-TZVPD.

Each line ends with the Löwdin charge.
Positions of all 43 atoms, in Å:
N 1.570 -0.651 -4.306  0.1009
C 0.777 0.162 -4.398  -0.4889
O -0.337 0.770 -4.835  -0.1952
Al -1.830 -0.365 -4.574  0.1939
F -2.111 -0.455 -2.788  -0.3654
H -3.052 0.279 -5.378  -0.1144
H -1.504 -1.862 -5.057  -0.0930
C 0.892 0.517 -0.587  -0.0575
C 0.558 1.705 0.301  -0.4960
C -0.120 1.259 1.586  -0.0601
O -0.302 2.597 -0.408  -0.0587
H -0.013 -0.027 -0.877  0.0792
H 1.367 0.851 -1.512  0.0720
H 1.562 -0.177 -0.076  0.0596
H 1.470 2.256 0.540  0.1234
H -1.061 0.745 1.366  0.0658
H -0.368 2.122 2.209  0.0753
H 0.520 0.586 2.162  0.0733
H -1.111 2.117 -0.625  0.0867
C -4.854 -0.785 -0.207  -0.0573
C -4.252 -0.700 1.186  -0.4965
C -5.235 -1.168 2.249  -0.0742
O -3.868 0.649 1.457  -0.0633
H -5.738 -0.144 -0.288  0.0790
H -4.137 -0.437 -0.954  0.0713
H -5.144 -1.809 -0.452  0.0805
H -3.347 -1.309 1.230  0.1391
H -6.132 -0.540 2.252  0.0758
H -4.790 -1.091 3.244  0.0743
H -5.536 -2.204 2.081  0.0756
H -4.661 1.195 1.421  0.0831
C 5.896 0.093 2.088  -0.0710
C 4.593 -0.396 1.473  -0.4987
C 4.849 -1.210 0.213  -0.0595
O 3.764 0.719 1.159  -0.0609
H 6.434 0.742 1.391  0.0789
H 5.698 0.683 2.985  0.0756
H 6.545 -0.743 2.357  0.0756
H 4.050 -1.005 2.199  0.1378
H 5.352 -0.603 -0.545  0.0837
H 3.907 -1.546 -0.224  0.0798
H 5.467 -2.085 0.426  0.0768
H 4.231 1.266 0.517  0.0935

Values from the calculation:
LUMO energy, eV: 2.7100
Charge: -1
Orbital gap, eV: 8.468
HOMO energy, eV: -5.758

---

Max |F|? In order: 5.30; 2.92; 3.51; 4.31; 6.25; 6.05 eV Å⁻¹.